Run 1
A cluster of 3 separate species, H5O2S in total, computed with ωB97M-V with the def2-TZVPD basis set.

Each atom is followed by the atoms it is bonded to, with distances in Å.
Positions of all 8 atoms, in Å:
1 S 1.55709 -1.25971 -0.11471  H2 1.329
2 H 0.82629 -2.23884 0.40904  S1 1.329
3 H 1.09426 1.15770 1.16726  O5 0.968
4 H 0.40625 1.31861 -0.12052  O5 0.969
5 O 0.37854 1.68071 0.77791  H3 0.968, H4 0.969
6 H -1.51583 0.52232 -0.48352  O8 0.966
7 H -1.02428 -0.89501 -0.66444  O8 0.976
8 O -1.72232 -0.28577 -0.97102  H6 0.966, H7 0.976

Results
HOMO-LUMO gap = 7.59 eV
Net charge = -1

=====

Run 2
A cluster of 3 separate species, H5O2S in total, computed with ωB97M-V with the def2-TZVPD basis set.

Each atom is followed by the atoms it is bonded to, with distances in Å.
Positions of all 8 atoms, in Å:
1 S 0.89905 0.67429 0.83229  H2 1.371
2 H 0.28986 -0.42817 0.29095  S1 1.371
3 H 1.94216 -0.57511 -1.43906  O5 0.956
4 H 1.59818 -1.33484 -2.72147  O5 0.955
5 O 2.18380 -0.67408 -2.35877  H3 0.956, H4 0.955
6 H -3.06071 0.95993 1.75754  O8 0.982
7 H -1.58002 0.91214 1.56764  O8 0.965
8 O -2.27231 0.46583 2.07089  H6 0.982, H7 0.965

Results
HOMO-LUMO gap = 6.98 eV
Net charge = -1

=====

Least stable structure: run 2

=====

Run 1
An isolated molecule of C6H6O, computed with ωB97M-V with the def2-TZVPD basis set.

Each atom is followed by the atoms it is bonded to, with distances in Å.
Positions of all 13 atoms, in Å:
1 O 0.01477 -0.66178 1.81678  C2 1.398, H8 0.972
2 C 0.50562 -1.07991 0.57637  O1 1.398, C3 1.567, C6 1.504, H9 1.080
3 C -0.53553 -0.75140 -0.54746  C2 1.567, C4 1.477, H10 1.095, H11 1.097
4 C -1.04837 0.63296 -0.51382  C3 1.477, C5 1.204
5 C -1.48941 1.75146 -0.45569  C4 1.204, H12 1.074
6 C 1.83988 -0.44378 0.29919  C2 1.504, C7 1.209
7 C 1.95502 0.59644 -0.30655  C6 1.209, H13 1.056
8 H -0.20423 0.28113 1.72574  O1 0.972
9 H 0.62115 -2.15359 0.60066  C2 1.080
10 H -1.38157 -1.42781 -0.38631  C3 1.095
11 H -0.13289 -0.96396 -1.54564  C3 1.097
12 H -1.87864 2.75134 -0.40392  C5 1.074
13 H 1.73419 1.46890 -0.85935  C7 1.056

Results
SMILES = C#CC[C@H](O)C#C
HOMO-LUMO gap = 10.80 eV
Net charge = 0

=====

Run 2
An isolated molecule of C6H6O, computed with ωB97M-V with the def2-TZVPD basis set.

Each atom is followed by the atoms it is bonded to, with distances in Å.
Positions of all 13 atoms, in Å:
1 O 0.02309 -1.81913 1.68566  C2 1.402, H8 0.967
2 C 0.43942 -1.08173 0.56829  O1 1.402, C3 1.590, C6 1.470, H9 1.096
3 C -0.82420 -0.63312 -0.28703  C2 1.590, C4 1.447, H10 1.094, H11 1.096
4 C -0.48625 0.63456 -0.89837  C3 1.447, C5 1.262
5 C -0.20519 1.76923 -1.37514  C4 1.262, H12 1.081, H13 1.198
6 C 1.15286 0.17722 0.82944  C2 1.470, C7 1.239
7 C 1.53786 1.33281 0.60443  C6 1.239
8 H -0.01551 -1.19951 2.42653  O1 0.967
9 H 1.03118 -1.76450 -0.05122  C2 1.096
10 H -1.66725 -0.50795 0.39904  C3 1.094
11 H -1.08006 -1.37599 -1.05186  C3 1.096
12 H -0.59941 2.35970 -2.19043  C5 1.081
13 H 0.69348 2.10841 -0.65934  C5 1.198

Results
HOMO-LUMO gap = 7.67 eV
Net charge = 0

=====

Run 3
A cluster of 2 separate species, C6H6O in total, computed with ωB97M-V with the def2-TZVPD basis set.

Each atom is followed by the atoms it is bonded to, with distances in Å.
Positions of all 13 atoms, in Å:
1 C -1.09657 0.35394 -0.28265  C2 1.384, C3 1.489, C5 1.539, C6 1.559
2 C -2.10684 -0.43077 0.24605  C1 1.384, C6 1.409
3 C 0.04471 0.38448 -1.23830  C1 1.489, C4 1.535, H8 1.010, H9 1.111
4 C 0.97718 0.70228 -0.06166  C3 1.535, C5 1.522, H10 1.129, H11 1.079
5 C -0.20235 0.77508 0.89669  C1 1.539, C4 1.522, C6 1.421, H12 1.019
6 C -0.96084 -0.41497 1.06640  C1 1.559, C2 1.409, C5 1.421
7 O 0.23902 -2.33573 1.05528  H13 0.925
8 H 0.18570 -0.48400 -1.73486  C3 1.010
9 H 0.18642 1.18117 -1.99954  C3 1.111
10 H 1.73806 -0.13069 -0.02839  C4 1.129
11 H 1.63059 1.54553 0.10131  C4 1.079
12 H -0.26720 1.60260 1.48698  C5 1.019
13 H -0.36789 -2.74888 0.49269  O7 0.925

Results
HOMO-LUMO gap = 7.84 eV
Net charge = 0

=====

Least stable structure: run 3

=====

Run 1
An isolated molecule of C6H6O, computed with ωB97M-V with the def2-TZVPD basis set.

Each atom is followed by the atoms it is bonded to, with distances in Å.
Positions of all 13 atoms, in Å:
1 C 2.29833 -1.14721 0.61356  C2 1.325, H8 1.090, H13 1.097
2 C 1.76100 -0.12192 -0.03211  C1 1.325, C3 1.398
3 C 0.41651 0.25486 -0.09597  C2 1.398, C4 1.398, C7 1.414
4 C -0.45837 1.27478 0.28886  C3 1.398, C5 1.483, H9 1.081
5 C -1.82641 0.94611 -0.17845  C4 1.483, O6 1.467, H10 1.098, H11 1.097
6 O -1.65992 -0.32305 -0.89567  C5 1.467, C7 1.285
7 C -0.41162 -0.62031 -0.83668  C3 1.414, O6 1.285, H12 1.087
8 H 3.33731 -1.45345 0.48924  C1 1.090
9 H -0.24759 2.12514 0.92177  C4 1.081
10 H -2.55449 0.72765 0.61401  C5 1.098
11 H -2.29573 1.61974 -0.90616  C5 1.097
12 H -0.09055 -1.53909 -1.32171  C7 1.087
13 H 1.73155 -1.74325 1.33931  C1 1.097

Results
HOMO-LUMO gap (alpha / beta) = 6.17 / 7.59 eV
Net charge = 0

=====

Run 2
An isolated molecule of C6H6O, computed with ωB97M-V with the def2-TZVPD basis set.

Each atom is followed by the atoms it is bonded to, with distances in Å.
Positions of all 13 atoms, in Å:
1 C -2.53721 -1.05680 0.80565  C2 1.205, H8 1.067
2 C -1.72205 -0.20056 0.57063  C1 1.205, C3 1.426
3 C -0.50771 0.42525 0.16310  C2 1.426, C4 1.342, C7 1.513
4 C -0.09004 0.28417 -1.10449  C3 1.342, C5 1.492, H9 1.079
5 C 1.38410 0.05414 -1.07342  C4 1.492, O6 1.416, H10 1.110, H11 1.093
6 O 1.81317 0.49963 0.19988  C5 1.416, C7 1.423
7 C 0.68909 0.68277 1.05258  C3 1.513, O6 1.423, H12 1.100, H13 1.096
8 H -3.23143 -1.84421 0.99530  C1 1.067
9 H -0.73421 0.03007 -1.93197  C4 1.079
10 H 1.47787 -1.04751 -1.17101  C5 1.110
11 H 2.00346 0.49458 -1.85939  C5 1.093
12 H 0.74469 1.70214 1.46273  C7 1.100
13 H 0.71028 -0.02367 1.89041  C7 1.096

Results
SMILES = C#CC1=CCOC1
HOMO-LUMO gap = 9.65 eV
Net charge = 0

=====

Run 3
A cluster of 2 separate species, C6H6O in total, computed with ωB97M-V with the def2-TZVPD basis set.

Each atom is followed by the atoms it is bonded to, with distances in Å.
Positions of all 13 atoms, in Å:
1 O -0.39656 -0.71161 1.68813  C2 1.212
2 C 0.21761 0.25972 1.30184  O1 1.212, C6 1.456, H9 1.099
3 C 1.02119 -0.06645 -1.20567  C4 1.312, H10 1.088, H11 1.087
4 C 0.27078 -1.14159 -1.15387  C3 1.312, C5 1.301
5 C -0.51903 -2.09410 -0.75177  C4 1.301, H8 1.094, H12 1.085
6 C -0.44052 1.49877 0.91287  C2 1.456, C7 1.204
7 C -0.98414 2.55573 0.72024  C6 1.204, H13 1.067
8 H -0.81149 -1.91860 0.28793  C5 1.094
9 H 1.31486 0.30406 1.35617  C2 1.099
10 H 2.07608 -0.10245 -0.94119  C3 1.088
11 H 0.61731 0.89595 -1.51020  C3 1.087
12 H -0.88888 -2.96966 -1.27453  C5 1.085
13 H -1.47723 3.49022 0.57004  C7 1.067

Results
SMILES = C#CC=O.C=C=C
HOMO-LUMO gap = 10.15 eV
Net charge = 0

=====

Least stable structure: run 1

=====

Run 1
An isolated molecule of C6H6O, computed with ωB97M-V with the def2-TZVPD basis set.

Each atom is followed by the atoms it is bonded to, with distances in Å.
Positions of all 13 atoms, in Å:
1 O -0.10303 1.89808 -0.32021  C2 1.397, H8 0.972
2 C -0.94766 0.79931 -0.49330  O1 1.397, C3 1.564, C6 1.518, H9 1.081
3 C -0.11116 -0.43736 -0.95807  C2 1.564, C4 1.476, H10 1.096, H11 1.096
4 C 1.10249 -0.68075 -0.15443  C3 1.476, C5 1.203
5 C 2.11627 -0.85786 0.46881  C4 1.203, H12 1.073
6 C -1.71192 0.48997 0.78072  C2 1.518, C7 1.211
7 C -1.23810 -0.27053 1.59496  C6 1.211, H13 1.061
8 H 0.62157 1.60192 0.25551  O1 0.972
9 H -1.65000 1.03096 -1.28144  C2 1.081
10 H 0.20323 -0.22776 -1.98656  C3 1.096
11 H -0.72627 -1.34466 -0.95748  C3 1.096
12 H 3.03344 -1.02661 1.00003  C5 1.073
13 H -0.58885 -0.97471 2.05145  C7 1.061

Results
SMILES = C#CC[C@H](O)C#C
HOMO-LUMO gap = 10.72 eV
Net charge = 0

=====

Run 2
An isolated molecule of C6H6O, computed with ωB97M-V with the def2-TZVPD basis set.

Each atom is followed by the atoms it is bonded to, with distances in Å.
Positions of all 13 atoms, in Å:
1 C -2.67286 -0.52180 0.00851  C2 1.385, H7 1.233, H8 1.297
2 C -1.57140 0.30576 -0.13326  C1 1.385, C3 1.606, H9 1.235
3 C 0.01570 0.12792 0.03922  C2 1.606, C4 1.341, O13 1.403
4 C 0.98622 1.03534 0.21840  C3 1.341, C5 1.463, H10 1.168
5 C 2.19277 0.23976 -0.00885  C4 1.463, C6 1.323, H11 1.057
6 C 1.81076 -1.02664 0.03100  C5 1.323, H12 1.104, O13 1.177
7 H -3.72762 0.11541 0.04698  C1 1.233
8 H -2.63741 -1.64700 0.65188  C1 1.297
9 H -1.62828 1.50110 -0.43839  C2 1.235
10 H 0.94198 2.19428 0.08358  C4 1.168
11 H 3.15288 0.63659 -0.20411  C5 1.057
12 H 2.49855 -1.83320 -0.27715  C6 1.104
13 O 0.63873 -1.12750 -0.01779  C3 1.403, C6 1.177

Results
SMILES = C=Cc1ccco1
HOMO-LUMO gap = 9.32 eV
Net charge = 0

=====

Least stable structure: run 1

=====

Run 1
A cluster of 2 separate species, C4H12 in total, computed with ωB97M-V with the def2-TZVPD basis set.

Each atom is followed by the atoms it is bonded to, with distances in Å.
Positions of all 16 atoms, in Å:
1 C -1.08617 -1.12810 1.94461  C2 1.536, H3 1.091, H4 1.095, H5 1.100
2 C -0.23090 -2.30586 1.45339  C1 1.536, H6 1.100, H7 1.089, H8 1.096
3 H -0.72624 -0.64334 2.85386  C1 1.091
4 H -1.19725 -0.36600 1.16632  C1 1.095
5 H -2.10435 -1.47332 2.17515  C1 1.100
6 H -0.71646 -3.24267 1.76283  C2 1.100
7 H -0.11931 -2.28873 0.37007  C2 1.089
8 H 0.78457 -2.37173 1.86067  C2 1.096
9 C 0.99144 1.48517 -2.35067  C10 1.529, H11 1.091, H12 1.093, H13 1.098
10 C 0.34127 1.97366 -1.05562  C9 1.529, H14 1.096, H15 1.095, H16 1.090
11 H 1.92405 2.01914 -2.53979  C9 1.091
12 H 1.19307 0.41141 -2.32703  C9 1.093
13 H 0.33274 1.72271 -3.19652  C9 1.098
14 H 1.05860 1.96760 -0.22740  C10 1.096
15 H -0.04042 2.99508 -1.15328  C10 1.095
16 H -0.40462 1.24499 -0.73658  C10 1.090

Results
Expectation value of S² = 0.75
HOMO-LUMO gap (alpha / beta) = 2.87 / 12.36 eV
Multiplicity = 2
Net charge = -1

=====

Run 2
A cluster of 2 separate species, C4H12 in total, computed with ωB97M-V with the def2-TZVPD basis set.

Each atom is followed by the atoms it is bonded to, with distances in Å.
Positions of all 16 atoms, in Å:
1 C 1.88975 -0.03083 2.06711  C2 1.506, H3 1.083, H4 1.100, H5 1.090
2 C 0.49382 0.51954 1.94398  C1 1.506, H6 1.095, H7 1.096, H8 1.081
3 H 2.23558 -0.44210 1.12687  C1 1.083
4 H 2.53990 0.85586 2.07694  C1 1.100
5 H 2.09050 -0.66986 2.92646  C1 1.090
6 H -0.07577 -0.05348 1.20456  C2 1.095
7 H 0.48112 1.53239 1.52454  C2 1.096
8 H -0.11114 0.52594 2.83975  C2 1.081
9 C -0.68155 -0.83733 -2.00705  C10 1.515, H11 1.090, H12 1.122, H13 1.083
10 C -1.71098 0.26636 -1.87132  C9 1.515, H14 1.070, H15 1.090, H16 1.109
11 H 0.20339 -0.47664 -2.53116  C9 1.090
12 H -0.31283 -1.23793 -1.02552  C9 1.122
13 H -1.00513 -1.64329 -2.65410  C9 1.083
14 H -2.71773 -0.08079 -1.76471  C10 1.070
15 H -1.54150 0.94193 -1.03264  C10 1.090
16 H -1.77741 0.83022 -2.82370  C10 1.109

Results
Expectation value of S² = 0.75
HOMO-LUMO gap (alpha / beta) = 2.82 / 12.14 eV
Multiplicity = 2
Net charge = -1

=====

Run 3
A cluster of 2 separate species, C4H12 in total, computed with ωB97M-V with the def2-TZVPD basis set.

Each atom is followed by the atoms it is bonded to, with distances in Å.
Positions of all 16 atoms, in Å:
1 C -0.70058 0.12034 1.75757  C2 1.530, H3 1.087, H4 1.093, H5 1.097
2 C 0.31623 0.61494 2.78764  C1 1.530, H6 1.083, H7 1.096, H8 1.095
3 H -0.27077 -0.63310 1.10304  C1 1.087
4 H -1.62799 -0.23414 2.21404  C1 1.093
5 H -1.09620 0.96552 1.18131  C1 1.097
6 H 0.42559 -0.04599 3.63851  C2 1.083
7 H 1.24778 0.85128 2.26118  C2 1.096
8 H 0.06815 1.63105 3.11222  C2 1.095
9 C 0.75666 -0.17992 -1.81432  C10 1.526, H11 1.093, H12 1.096, H13 1.095
10 C -0.37941 -0.61780 -2.73375  C9 1.526, H14 1.087, H15 1.095, H16 1.097
11 H 0.74312 -0.66886 -0.83682  C9 1.093
12 H 1.73020 -0.45540 -2.23618  C9 1.096
13 H 0.75254 0.89176 -1.58833  C9 1.095
14 H -0.51813 0.10736 -3.53186  C10 1.087
15 H -1.27472 -0.75601 -2.11919  C10 1.095
16 H -0.17245 -1.59104 -3.19505  C10 1.097

Results
Expectation value of S² = 0.75
HOMO-LUMO gap (alpha / beta) = 2.78 / 12.33 eV
Multiplicity = 2
Net charge = -1

=====

Least stable structure: run 2

=====

Run 1
A cluster of 2 separate species, C4H12 in total, computed with ωB97M-V with the def2-TZVPD basis set.

Each atom is followed by the atoms it is bonded to, with distances in Å.
Positions of all 16 atoms, in Å:
1 C 0.91316 -0.57633 -1.94934  C2 1.540, H3 1.096, H4 1.083, H5 1.094
2 C 1.34306 -1.60154 -0.88413  C1 1.540, H6 1.086, H7 1.089, H8 1.102
3 H 1.58948 -0.66054 -2.80783  C1 1.096
4 H -0.14308 -0.65491 -2.17520  C1 1.083
5 H 1.18678 0.42570 -1.60502  C1 1.094
6 H 1.58395 -2.59870 -1.23989  C2 1.086
7 H 0.62293 -1.56260 -0.06880  C2 1.089
8 H 2.31454 -1.25966 -0.49097  C2 1.102
9 C -1.34790 1.06986 0.66912  C10 1.548, H11 1.089, H12 1.086, H13 1.093
10 C -0.95771 1.08936 2.16701  C9 1.548, H14 1.098, H15 1.087, H16 1.085
11 H -1.76402 2.03103 0.37214  C9 1.089
12 H -0.51982 0.83850 0.00612  C9 1.086
13 H -2.07437 0.28449 0.44393  C9 1.093
14 H 0.10864 0.83529 2.22424  C10 1.098
15 H -0.98680 2.09142 2.58746  C10 1.087
16 H -1.48307 0.31617 2.71871  C10 1.085

Results
Expectation value of S² = 0.75
HOMO-LUMO gap (alpha / beta) = 2.72 / 11.89 eV
Multiplicity = 2
Net charge = -1

=====

Run 2
A cluster of 2 separate species, C4H12 in total, computed with ωB97M-V with the def2-TZVPD basis set.

Each atom is followed by the atoms it is bonded to, with distances in Å.
Positions of all 16 atoms, in Å:
1 C 0.59033 -1.12911 -0.76743  C2 1.520, H3 1.094, H4 1.094, H5 1.090
2 C 1.23534 -2.48897 -0.97688  C1 1.520, H6 1.097, H7 1.095, H8 1.093
3 H 1.10183 -0.30414 -1.27112  C1 1.094
4 H -0.44720 -1.15715 -1.11272  C1 1.094
5 H 0.54740 -0.88370 0.29332  C1 1.090
6 H 0.69168 -3.26228 -0.41930  C2 1.097
7 H 2.25230 -2.51471 -0.57085  C2 1.095
8 H 1.21948 -2.81531 -2.01984  C2 1.093
9 C -0.21749 2.06537 1.07231  C10 1.517, H11 1.088, H12 1.100, H13 1.092
10 C -1.58426 1.56788 0.64252  C9 1.517, H14 1.091, H15 1.091, H16 1.091
11 H 0.61107 1.41770 0.79244  C9 1.088
12 H 0.02343 3.03055 0.60360  C9 1.100
13 H -0.17880 2.21149 2.15413  C9 1.092
14 H -2.32982 2.36049 0.71700  C10 1.091
15 H -1.90121 0.71330 1.24228  C10 1.091
16 H -1.61409 1.18857 -0.37948  C10 1.091

Results
Expectation value of S² = 0.75
HOMO-LUMO gap (alpha / beta) = 2.77 / 12.22 eV
Multiplicity = 2
Net charge = -1

=====

Least stable structure: run 1